# C43H40BrCl3N3O3ReS2SbSi

A molecular structure, C43H40BrCl3N3O3ReS2SbSi (the ωB97M-V functional and the def2-TZVPD basis, the OMol25 dataset).

Positions of all 98 atoms, in Å:
Re -0.01 -0.40 0.22
Br -0.09 1.87 7.80
C -0.07 1.81 5.91
C 1.14 1.69 5.24
C 1.15 1.59 3.86
C -0.04 1.64 3.14
C -1.25 1.79 3.84
C -1.27 1.87 5.21
N -0.10 1.57 1.74
C -0.72 2.50 1.13
C -1.04 2.40 -0.28
C -1.62 3.47 -0.95
C -2.00 3.32 -2.27
C -1.79 2.09 -2.87
C -1.18 1.08 -2.16
N -0.78 1.21 -0.88
H 2.06 1.67 5.79
H 2.10 1.52 3.34
H -2.17 1.79 3.28
H -2.21 1.97 5.74
H -1.05 3.39 1.66
H -1.78 4.39 -0.41
H -2.45 4.14 -2.81
H -2.08 1.92 -3.90
H -0.96 0.14 -2.64
Cl 2.83 -1.00 2.31
Si 2.41 -0.09 0.53
Cl 3.81 -0.86 -0.73
Cl 2.92 1.88 0.75
C 2.03 -3.47 -1.16
C 1.05 -4.55 -1.53
C 1.52 -5.82 -1.85
C 0.66 -6.84 -2.22
C -0.71 -6.60 -2.28
C -1.20 -5.35 -1.95
C -0.32 -4.34 -1.56
Sb -1.28 -2.45 -1.21
C -2.07 -2.28 -3.25
C -3.38 -2.70 -3.42
C -3.88 -2.87 -4.71
C -3.07 -2.62 -5.80
C -1.76 -2.22 -5.61
C -1.23 -2.05 -4.33
C 0.21 -1.64 -4.18
C -3.10 -3.05 -0.27
C -3.17 -4.31 0.30
C -4.34 -4.74 0.91
C -5.43 -3.89 0.97
C -5.35 -2.62 0.41
C -4.19 -2.17 -0.21
C -4.13 -0.76 -0.73
H 2.29 -3.55 -0.10
H 1.61 -2.48 -1.33
H 2.95 -3.57 -1.74
H 2.59 -6.01 -1.83
H 1.04 -7.82 -2.47
H -1.39 -7.38 -2.60
H -2.26 -5.15 -2.04
H -4.02 -2.92 -2.58
H -4.90 -3.22 -4.84
H -3.46 -2.74 -6.80
H -1.12 -2.04 -6.47
H 0.86 -2.26 -4.80
H 0.54 -1.74 -3.14
H 0.36 -0.60 -4.49
H -2.32 -4.97 0.26
H -4.38 -5.72 1.35
H -6.34 -4.21 1.45
H -6.21 -1.96 0.47
H -5.12 -0.38 -0.97
H -3.51 -0.68 -1.63
H -3.70 -0.11 0.04
C -3.26 -6.19 5.38
C -2.66 -5.09 4.56
C -3.23 -3.81 4.56
C -2.67 -2.79 3.81
C -1.55 -3.06 3.04
C -0.95 -4.31 3.04
C -1.52 -5.32 3.79
S -0.80 -1.75 2.16
O -0.07 -0.93 3.07
O -1.81 -0.97 1.39
O 0.12 -2.34 1.11
H -4.31 -5.98 5.61
H -2.73 -6.28 6.33
H -3.19 -7.15 4.87
H -4.11 -3.61 5.15
H -3.10 -1.80 3.80
H -0.06 -4.49 2.46
H -1.06 -6.31 3.79
S 3.06 2.75 -3.52
C 3.30 1.13 -4.00
C 2.48 0.31 -3.31
N 1.65 0.94 -2.41
C 1.86 2.22 -2.42
H 4.04 0.87 -4.74
H 2.46 -0.77 -3.40
H 1.33 2.93 -1.80

Computed properties:
Total charge = +2
HOMO-LUMO gap (spin up / spin down) = 6.209 / 5.501 eV
Lowest unoccupied orbital energy (spin up / spin down) = -6.856 / -7.596 eV
Multiplicity = 4
HOMO level (spin up / spin down) = -13.07 / -13.10 eV

---

# HN3O

A molecular structure, HN3O (the ωB97M-V functional and the def2-TZVPD basis, the OMol25 dataset).

Positions of all 5 atoms, in Å:
N -0.65 0.91 -0.09
N -1.63 0.09 -0.25
N 0.17 -0.11 0.20
O -0.89 -1.01 0.23
H 3.00 0.12 -0.09

Computed properties:
Total charge = 0
HOMO-LUMO gap (spin up / spin down) = 12.680 / 8.033 eV
Lowest unoccupied orbital energy (spin up / spin down) = 0.518 / -2.848 eV
HOMO level (spin up / spin down) = -12.16 / -10.88 eV

---

# C18H18ClN3O4

A single C18H18ClN3O4 molecule (the ωB97M-V functional and the def2-TZVPD basis, the OMol25 dataset).

Positions of all 44 atoms, in Å:
C 5.02 3.60 3.09
O 3.64 3.29 3.17
C 2.94 2.80 2.12
C 1.59 2.60 2.43
C 0.66 2.11 1.52
O -0.63 1.90 1.79
C -1.12 2.20 3.08
C 1.10 1.80 0.21
C 0.20 1.31 -0.80
N -1.06 1.17 -0.63
O -1.67 0.71 -1.76
C -0.68 0.41 -2.77
C -0.63 -1.11 -3.00
O 0.39 -1.70 -3.27
N -1.84 -1.70 -2.88
C -2.02 -3.13 -2.92
C -2.48 -3.69 -1.60
C -2.13 -3.11 -0.39
C -2.59 -3.68 0.79
C -3.37 -4.81 0.71
N -3.71 -5.38 -0.43
C -3.28 -4.83 -1.55
C 0.64 0.93 -2.21
C 2.45 1.99 -0.09
C 3.36 2.48 0.83
Cl 4.99 2.65 0.25
H 5.62 2.71 2.88
H 5.27 3.98 4.08
H 5.21 4.37 2.34
H 1.30 2.85 3.44
H -1.00 3.27 3.32
H -0.63 1.60 3.85
H -2.18 1.96 3.05
H -0.99 0.89 -3.70
H -2.61 -1.13 -2.54
H -1.05 -3.55 -3.18
H -2.74 -3.39 -3.71
H -1.52 -2.22 -0.37
H -2.33 -3.24 1.74
H -3.75 -5.30 1.60
H -3.58 -5.33 -2.47
H 1.39 0.15 -2.21
H 1.02 1.80 -2.75
H 2.81 1.76 -1.08

Computed properties:
SMILES = COc1cc(OC)c(C2=NO[C@H](C(=O)NCc3cccnc3)C2)cc1Cl
Total charge = 0
HOMO-LUMO gap = 8.794 eV
Lowest unoccupied orbital energy = 0.619 eV
HOMO level = -8.17 eV

---

# C4H8NO3

A gas-phase ion, C4H8NO3 (charge -1) (the ωB97M-V functional and the def2-TZVPD basis, the OMol25 dataset).

Positions of all 16 atoms, in Å:
C -1.05 -0.62 -1.32
C 0.33 -0.60 -0.66
O 1.34 -0.33 -1.67
C 0.44 0.33 0.54
N -0.51 1.43 0.60
C 0.45 -0.44 1.92
O 0.06 0.25 2.90
O 0.84 -1.62 1.90
H -1.26 0.16 -2.03
H -1.83 -0.45 -0.56
H -1.21 -1.61 -1.74
H 0.56 -1.61 -0.32
H 1.21 0.59 -1.94
H 1.48 0.67 0.54
H -0.15 2.31 0.25
H -0.71 1.53 1.59

Computed properties:
SMILES = C[C@@H](O)[C@@H](N)C(=O)[O-]
Total charge = -1
HOMO-LUMO gap = 8.134 eV
Lowest unoccupied orbital energy = 3.787 eV
HOMO level = -4.35 eV

---

# C19H31ClCoN2O5PS2

A molecular structure, C19H31ClCoN2O5PS2 (the ωB97M-V functional and the def2-TZVPD basis, the OMol25 dataset).

Positions of all 62 atoms, in Å:
Co 0.98 1.13 0.52
C -0.07 -0.47 5.53
C -0.92 0.16 4.45
O -0.11 0.66 3.34
P 0.37 -0.26 2.15
S 1.69 2.82 1.56
S -1.02 -1.36 1.39
O 1.51 -1.20 2.73
C 2.68 -0.69 3.45
C 3.90 -0.58 2.58
H -0.69 -0.68 6.40
H 0.74 0.20 5.83
H 0.37 -1.41 5.19
H -1.44 1.03 4.83
H -1.64 -0.55 4.05
H 2.83 -1.42 4.25
H 2.42 0.26 3.91
H 4.16 -1.56 2.16
H 4.73 -0.23 3.19
H 3.75 0.11 1.77
C -1.90 3.97 -1.19
C -0.60 3.23 -0.80
N -0.92 2.05 0.03
C -1.61 2.47 1.27
C -2.89 3.25 0.93
N -3.05 3.25 -0.56
C -3.12 1.84 -1.07
C -1.79 1.14 -0.74
H -2.06 3.98 -2.27
H -1.91 5.00 -0.83
H 0.07 3.88 -0.24
H -0.08 2.88 -1.69
H -0.93 3.07 1.87
H -1.85 1.58 1.84
H -2.85 4.29 1.26
H -3.78 2.80 1.36
H -3.92 3.74 -0.80
H -3.31 1.89 -2.14
H -3.97 1.36 -0.59
H -1.26 0.85 -1.64
H -1.95 0.24 -0.15
C 1.13 -4.85 -2.13
C 0.58 -3.83 -3.10
C -0.39 -4.17 -4.03
C -0.87 -3.22 -4.92
Cl -2.08 -3.68 -6.09
C -0.41 -1.93 -4.88
C 0.56 -1.57 -3.95
C 1.05 -2.52 -3.07
O 2.02 -2.27 -2.12
C 2.71 -1.05 -2.13
C 2.04 -0.12 -1.15
O 0.85 0.26 -1.33
O 2.64 0.29 -0.11
H 0.56 -5.78 -2.18
H 1.11 -4.47 -1.11
H 2.17 -5.08 -2.36
H -0.78 -5.18 -4.06
H -0.80 -1.19 -5.57
H 0.89 -0.55 -3.91
H 2.73 -0.58 -3.12
H 3.74 -1.23 -1.81

Computed properties:
Total charge = +1
HOMO-LUMO gap (spin up / spin down) = 6.293 / 5.965 eV
Lowest unoccupied orbital energy (spin up / spin down) = -4.025 / -4.354 eV
Multiplicity = 2
HOMO level (spin up / spin down) = -10.32 / -10.32 eV

---

# C5H4N4O2

A single C5H4N4O2 molecule (the ωB97M-V functional and the def2-TZVPD basis, the OMol25 dataset).

Positions of all 15 atoms, in Å:
C -1.73 1.15 1.19
C 1.67 -1.28 -0.59
C -0.86 0.14 0.76
C 1.56 -2.41 0.03
C -0.50 1.60 -1.07
N -2.50 1.89 1.63
N 1.06 -0.07 -0.82
N 0.02 0.50 -0.29
N -0.46 -0.99 1.31
O 1.67 -3.51 0.35
O -0.93 -1.52 2.37
H 2.61 -1.18 -1.11
H -1.02 2.20 -0.45
H 0.51 2.15 -1.41
H -1.09 1.34 -1.90

Computed properties:
Total charge = 0
HOMO-LUMO gap (spin up / spin down) = 7.128 / 7.140 eV
Lowest unoccupied orbital energy (spin up / spin down) = -1.628 / -1.625 eV
HOMO level (spin up / spin down) = -8.76 / -8.77 eV